DFT (ωB97M-V/def2-TZVPD) results for a 12-piece molecular cluster, C45H121N7O18 overall in a non-equilibrium geometry.

## Properties
SMILES string: COC[C@H](C)N.COCCNCCOC.COCCNCCOC.COCCNCCOC.COCCNCCOC.COCCNCCOC.COCCNCCOC.CO.CO.CO.CO.CO
HOMO energy: -8.18 eV
energy relative to the best compared isomer or geometry (same formula, charge and spin): 237.0 kcal per mole
gap between HOMO and LUMO: 8.6210 eV
lowest unoccupied orbital energy: 0.0164 Eh

Geometry as ORCA input:
```
! wB97M-V def2-TZVPD RIJCOSX def2/J DEFGRID3
* xyz 0 1
O -44.9767 27.9318 -1.4920
O -42.7548 32.9564 -3.5284
O -55.2338 28.9255 -1.5199
O -43.1499 30.1699 2.4255
O -49.3669 17.9058 -14.5471
O -33.1790 42.0223 2.1150
O -33.3248 28.8768 1.2963
O -49.0691 35.8483 -4.4377
O -34.0901 27.9971 10.7057
O -47.4510 19.9291 -9.4448
O -42.1067 32.7104 11.3226
O -29.6326 26.1784 14.9787
O -42.1616 20.9775 -1.9916
O -34.9421 36.8847 5.5904
O -46.4610 36.3258 11.7716
O -38.9636 23.7531 -5.1449
O -42.4695 21.2314 2.9580
O -50.6305 36.3037 0.8617
N -45.0384 33.4305 12.4988
N -49.2210 36.7189 -1.6939
N -49.0187 18.7389 -11.5917
N -42.5058 28.8115 -0.0986
N -32.5373 26.8480 -0.8218
N -33.6427 39.5875 3.1812
N -32.4865 26.4437 13.6831
C -41.5594 19.7477 -2.1936
C -31.9871 28.5710 0.8358
C -48.6044 36.9419 -0.3596
C -28.9016 25.4508 15.9299
C -40.9631 33.1094 12.0954
C -43.9584 32.7082 13.0847
C -48.4167 20.7259 -10.2607
C -42.8949 33.9008 -2.5509
C -47.7672 19.6440 -8.0690
C -47.7412 35.3010 -4.9337
C -31.2095 26.2604 13.0010
C -41.9220 28.5188 1.2372
C -46.9996 36.1827 13.0977
C -49.9092 35.1770 -3.5792
C -41.8155 29.7893 2.0753
C -46.0332 35.1078 11.1084
C -32.8483 43.2918 1.4765
C -32.6950 40.9104 1.3449
C -34.3776 38.1414 5.1797
C -30.3054 25.3864 13.9737
C -43.1023 31.9033 12.1354
C -43.2338 31.4739 2.8997
C -41.4140 21.5992 3.7312
C -51.3906 35.4615 1.7334
C -33.4040 27.2464 12.8650
C -39.0555 24.1100 -6.5430
C -36.3588 36.6260 5.4005
C -49.2909 35.3277 -2.1788
C -43.7355 27.7096 -1.9502
C -34.3013 27.6990 9.3624
C -33.4494 30.2809 1.4859
C -33.5891 39.6557 1.7375
C -49.5527 17.0252 -13.3781
C -53.9795 28.5669 -1.0066
C -46.0522 28.0899 -2.5333
C -33.9224 26.8179 11.4690
C -48.3429 17.4075 -15.3464
C -42.8588 27.4995 -0.7416
C -34.4740 38.5063 3.6557
C -50.0876 17.8859 -12.1119
C -44.7004 34.5743 11.7134
C -49.2350 36.0791 0.7766
C -30.3804 26.5171 0.5083
C -31.9057 27.0383 0.4832
C -49.6162 19.9300 -10.8626
H -32.1210 27.4023 -1.5563
H -40.1328 24.1311 -6.7076
H -33.4480 27.2623 8.8436
H -41.3361 29.6810 3.0482
H -53.1673 29.1387 -1.4554
H -52.0760 34.9126 1.0877
H -33.0491 28.2738 12.7828
H -36.7904 37.2226 6.2041
H -47.8790 21.0972 -11.1331
H -53.8998 29.0917 -0.0545
H -40.5058 21.8901 3.2035
H -44.2287 35.3658 12.2956
H -48.6067 16.5425 -13.1329
H -42.5512 27.9037 1.8805
H -33.2548 30.6903 0.4947
H -42.5996 31.0153 12.5186
H -32.5553 30.6019 2.0204
H -47.3753 20.4909 -7.5056
H -35.0404 26.9141 9.2021
H -50.7657 34.7535 2.2777
H -46.2361 35.7096 13.7153
H -43.2801 21.2371 3.4723
H -44.2466 31.5276 3.2989
H -41.6164 22.5045 4.3035
H -53.8578 27.4895 -0.8952
H -47.5687 36.6059 -0.4085
H -47.0626 28.3666 -2.2321
H -43.2948 29.3803 0.1733
H -38.5619 23.2773 -7.0440
H -50.1727 20.5291 -11.5833
H -29.4927 24.9172 13.4193
H -48.7163 36.2300 1.7233
H -42.3253 21.0910 -1.0525
H -48.4461 18.9523 -12.3959
H -46.8511 35.6156 -4.3889
H -43.4466 26.7601 -0.1977
H -44.0752 34.1575 10.9238
H -48.5001 38.0185 -0.2250
H -41.9951 34.5125 -2.6167
H -31.6173 28.9816 -0.1038
H -33.8911 40.5020 3.5306
H -30.1398 26.4778 1.5707
H -50.3578 17.1150 -11.3903
H -43.0401 32.1694 2.0831
H -49.0002 37.3884 -2.4171
H -40.7588 19.4635 -1.5106
H -49.9820 34.8087 -1.5146
H -32.8936 40.9183 0.2732
H -27.9645 24.9951 15.6101
H -39.4270 22.9280 -4.9835
H -40.9117 28.1263 1.1214
H -47.9621 35.6722 13.0656
H -34.8538 26.2555 11.5351
H -34.9888 38.8928 5.6796
H -47.8049 34.2150 -4.8662
H -36.7355 35.6286 5.6274
H -33.5255 27.0565 -0.8314
H -43.7865 34.5206 -2.6465
H -42.3370 32.1995 -3.1110
H -42.9241 33.3939 -1.5864
H -43.3973 28.4683 -2.6559
H -43.6739 26.7887 -2.5301
H -46.1834 27.2913 -3.2634
H -28.5792 26.1009 16.7433
H -42.4262 19.0955 -2.0864
H -48.3360 34.8082 -2.0989
H -33.1489 38.8253 1.1852
H -47.3769 18.7405 -7.6005
H -32.4739 26.4590 1.2111
H -50.3658 19.6072 -10.1402
H -40.1272 33.4210 11.4692
H -29.5501 24.7145 16.4047
H -33.4010 43.3295 0.5378
H -30.6410 27.1869 12.9199
H -50.2659 16.2616 -13.6883
H -34.1509 37.6168 3.1148
H -34.5426 28.6442 8.8762
H -31.6177 40.7980 1.4668
H -33.0664 25.6167 13.6895
H -47.5823 35.5296 -5.9875
H -34.5992 39.7037 1.3306
H -30.9835 24.6226 14.3543
H -49.0769 35.0266 0.5414
H -47.0947 37.2107 13.4472
H -44.4917 31.9152 13.6090
H -50.0303 34.1338 -3.8710
H -41.2048 34.1279 12.3994
H -40.6556 32.5540 12.9815
H -42.0131 26.8480 -0.9619
H -45.8003 33.4659 13.1610
H -35.5200 38.6651 3.3934
H -46.8181 34.3576 11.0122
H -41.0698 19.6381 -3.1612
H -48.3550 17.9313 -16.3022
H -34.2565 27.3943 13.5279
H -41.1932 30.5987 1.6937
H -43.4729 33.3426 13.8263
H -42.5330 31.6978 3.7039
H -31.3560 28.6993 1.7151
H -52.0100 36.0427 2.4165
H -38.5967 25.0952 -6.6268
H -31.2622 25.7337 12.0482
H -47.4289 17.7283 -14.8466
H -48.2514 16.3420 -15.5569
H -30.4510 25.4931 0.1416
H -33.3354 38.2460 5.4813
H -48.8511 19.6015 -7.9620
H -34.3843 30.5237 1.9911
H -41.0982 20.8106 4.4143
H -45.6533 28.8334 -3.2234
H -43.8005 31.3260 11.5293
H -45.8206 35.4073 10.0821
H -48.7737 21.5674 -9.6670
H -33.2124 26.1007 11.0572
H -50.8956 35.6403 -3.6016
H -55.1388 28.9075 -2.4750
H -29.5969 27.0448 -0.0356
H -31.7752 43.3041 1.2857
H -33.1267 44.1729 2.0545
H -36.7003 37.0971 4.4788
H -51.0146 18.4405 -12.2570
*
```



DFT (ωB97M-V/def2-TZVPD) results for C45H27Br9O6 as an isolated structure in a non-equilibrium geometry.

## Properties
HOMO energy (spin up / spin down): -2.23 / -5.56 eV
gap between HOMO and LUMO (spin up / spin down): 2.2039 / 5.5393 eV
lowest unoccupied orbital energy (spin up / spin down): -0.0008 / -0.0008 Eh

Geometry as ORCA input:
```
! wB97M-V def2-TZVPD RIJCOSX def2/J DEFGRID3
* xyz -1 2
Br -5.4852 5.3181 -1.6496
Br 1.1926 1.9751 -1.9144
Br 0.6609 1.8037 -6.2190
Br -3.2019 4.8752 0.7441
Br 2.4634 2.1568 -8.9334
Br -1.9811 1.2339 -2.0537
Br 1.4307 -0.8468 -7.9443
Br -4.8815 2.5154 -0.3535
Br 0.2272 -1.1047 -2.0999
O -4.8541 0.1353 -2.5344
O 3.0226 2.5485 3.8677
O 7.5719 4.6936 1.7444
O 1.9010 -2.6740 5.8022
O 0.9449 -3.0704 0.4266
O -7.3007 -4.1680 -4.6272
C -5.3795 -0.8668 -3.0220
C -4.0238 4.1408 -0.9669
C 7.5243 3.5046 5.9142
C -0.1895 0.7526 -2.7335
C 1.6279 -2.7847 4.5603
C -0.1906 0.4194 2.4430
C 6.5300 4.2958 2.2189
C 2.0566 0.9496 -7.3311
C -7.4317 -2.0134 -3.8346
C 2.4391 -5.1656 4.6256
C -8.9719 -0.0207 -2.7805
C 0.4361 -0.6074 1.7664
C -9.6207 -0.9609 -3.5714
C -0.2143 0.4688 3.8631
C -6.6688 -3.1402 -4.3308
C 0.8907 -1.7428 3.8604
C -5.2479 -3.0016 -4.3934
C 4.0792 3.6337 1.9903
C 0.8377 -1.7618 2.4737
C 2.8451 4.2764 -0.1705
C 1.8921 -4.0974 3.8673
C 6.3800 2.8989 6.4107
C 2.8924 3.8029 1.1889
C -7.6076 0.0472 -2.6164
C 4.0214 3.0838 3.3748
C 4.1460 4.3986 -0.7586
C 7.5204 4.1020 4.5856
C 0.2594 -0.6705 4.5299
C -3.1747 -1.9413 -3.5529
C 1.1368 -3.0252 1.6274
C 2.4666 -6.6086 2.6453
C -8.7449 -1.9472 -4.1213
C -4.6036 -1.9227 -3.6418
C 1.6984 -4.3061 2.4254
C 5.2875 4.1114 1.3942
C -6.8030 -0.9343 -3.1942
C 6.4226 3.9384 3.6934
C 5.2796 3.2855 4.2273
C -3.0915 -3.9351 -4.8197
C -4.5255 -4.0115 -5.0514
C 1.8940 -5.5761 1.8411
C -2.4068 -3.0057 -4.0238
C 5.2295 2.8525 5.5956
C 5.3397 4.3830 0.0035
C 2.8027 -6.4491 4.0209
H -2.5997 -1.1814 -3.0446
H 6.3448 2.4656 7.3994
H 8.4417 4.5268 4.2153
H 2.9848 0.7914 -6.7820
H -1.3389 -3.0588 -3.8717
H 6.2976 4.6537 -0.4156
H 2.5785 -7.5334 2.0989
H 0.4302 -0.5242 0.6896
H -0.6313 1.2804 4.4410
H 0.5812 -0.5072 5.5478
H 1.9661 4.5823 -0.7185
H 3.2522 -7.2934 4.5224
H 4.2261 4.6066 -1.8153
H -7.1786 0.7518 -1.9193
H 1.5670 -5.7085 0.8203
H 1.9743 3.4615 1.6437
H -10.6796 -0.9223 -3.7803
H -3.3071 3.7860 -1.7075
H 2.6348 -4.9453 5.6646
H 8.4467 3.4696 6.4749
H -0.7483 1.1507 1.8767
H -9.2097 -2.6669 -4.7788
H -0.1970 0.7188 -3.8229
H -2.5103 -4.6544 -5.3776
H -4.9272 -4.7256 -5.7551
H 4.3151 2.5222 6.0660
H -9.4640 0.7131 -2.1594
*
```



no.,DFT total energy (Eh)
1,-3524.0047
2,-25348.5239